Record 1
# C24H26N4O6

C24H26N4O6 in the gas phase at a distorted geometry (wB97M-V/def2-TZVPD, the Open Molecules 2025 dataset).

```
60
Properties=species:S:1:pos:R:3:forces:R:3
C -2.03080 1.17033 -5.10869 -0.137 -0.227 -0.067
O -1.25506 2.20457 -4.55058 0.155 0.302 0.230
C -1.32129 2.41496 -3.21298 0.176 0.185 0.041
C -2.07897 1.66010 -2.32763 0.012 -0.038 -0.118
C -2.06074 1.93854 -0.96671 -0.056 0.367 -0.068
C -2.87772 1.08675 -0.04394 0.182 -0.037 -0.014
O -4.08560 1.17666 0.04746 -0.319 0.092 -0.117
N -2.16388 0.19280 0.68319 -0.016 -0.176 0.159
C -0.72871 0.02927 0.61024 0.471 -0.051 -0.070
C -0.33686 -1.37355 1.07070 0.045 0.064 -0.253
N -0.74188 -1.58080 2.44478 -0.114 0.143 -0.133
C -0.05174 -2.38820 3.29409 0.187 -0.207 0.218
C -0.27074 -2.33172 4.68518 -0.091 0.065 -0.165
C 0.42237 -3.14605 5.54505 0.314 -0.360 0.082
C 1.36335 -4.04701 5.04987 -0.731 0.857 -0.901
N 2.08221 -4.88963 5.94200 0.423 -0.490 0.519
O 1.82711 -4.81267 7.13090 0.015 -0.031 0.128
O 2.91525 -5.64308 5.47012 0.089 -0.094 0.005
C 1.59694 -4.11966 3.67776 0.116 -0.142 0.441
C 0.90278 -3.30799 2.81598 -0.100 0.153 -0.068
C -1.94655 -0.88663 2.85549 -0.176 0.101 0.030
C -2.84315 -0.64753 1.64751 -0.282 0.005 0.237
C -1.32526 3.00744 -0.48133 -0.133 -0.210 0.011
C -0.56669 3.76666 -1.35705 -0.020 0.054 -0.320
C -0.53503 3.46899 -2.70842 0.013 -0.084 -0.086
O 0.26779 4.17790 -3.57881 -0.543 0.110 0.182
C 1.65347 3.87626 -3.43012 0.290 -0.306 -0.101
C 1.89307 2.40429 -3.51326 0.007 -0.352 -0.499
C 2.11238 1.48080 -2.45183 -0.051 -0.114 -0.636
C 2.31825 1.77112 -1.01076 -0.005 -0.086 -0.035
N 2.13998 0.25842 -2.91492 0.202 -0.293 1.227
O 1.94352 0.32479 -4.25739 -0.178 0.336 -0.832
C 1.79210 1.60486 -4.62365 0.139 0.615 0.737
C 1.56367 1.93076 -6.05002 0.018 -0.107 0.086
H -1.71710 0.19006 -4.73529 -0.022 0.034 0.001
H -3.09654 1.31505 -4.90964 0.034 -0.007 -0.003
H -1.85569 1.21859 -6.18217 -0.041 -0.041 0.057
H -2.68121 0.83657 -2.67666 -0.060 -0.078 -0.096
H -0.22460 0.76834 1.24782 0.057 -0.077 -0.089
H -0.38849 0.17924 -0.41730 0.041 -0.036 0.130
H -0.79285 -2.11798 0.40423 0.120 0.020 -0.041
H 0.74860 -1.46266 0.99431 -0.084 -0.001 -0.037
H -0.97275 -1.62495 5.09519 -0.066 0.077 0.032
H 0.25915 -3.09537 6.61058 -0.018 0.020 0.031
H 2.32075 -4.83016 3.30922 0.018 -0.017 -0.035
H 1.08096 -3.40517 1.75796 0.008 -0.011 -0.106
H -2.49144 -1.50109 3.57594 0.027 0.078 -0.029
H -1.70507 0.07525 3.32887 -0.106 -0.052 0.061
H -3.76464 -0.13839 1.94026 0.122 -0.140 0.008
H -3.11723 -1.60717 1.19211 -0.039 0.062 0.079
H -1.34374 3.24873 0.57059 0.013 0.015 0.132
H 0.01691 4.59957 -0.99362 0.074 0.100 0.001
H 2.03063 4.26178 -2.47347 -0.026 0.032 -0.147
H 2.14463 4.40332 -4.25120 -0.010 0.028 0.160
H 2.48770 0.84061 -0.47721 0.035 -0.047 0.105
H 3.18443 2.41852 -0.88296 0.043 0.027 0.091
H 1.44588 2.27646 -0.59934 0.005 0.002 0.074
H 2.42117 2.46661 -6.45518 0.041 -0.017 -0.075
H 0.68652 2.56826 -6.13632 -0.048 0.001 -0.041
H 1.41585 1.01478 -6.61484 -0.021 -0.015 -0.116
```
Forces are in eV/Å.

## Properties
2S+1: 1
E_HOMO, hartree: -0.3074
Net charge: 0

These are the Mulliken partial charges, in e, on atoms 1 to 6: C -1.10; O -0.42; C 0.76; C -0.24; C -0.46; C -0.23


Record 2
# C24H26N4SiV

A molecular structure, C24H26N4SiV at a distorted geometry (wB97M-V/def2-TZVPD, the Open Molecules 2025 dataset).

```
56
Properties=species:S:1:pos:R:3:forces:R:3
C 1.18678 0.65983 0.99702 0.951 1.630 0.446
C 0.35041 1.46509 0.19203 -0.602 -0.956 -0.708
C -0.78193 1.83975 0.93114 0.470 1.314 0.274
H 0.57718 1.82608 -0.81659 -0.426 -0.748 0.294
C -0.45801 1.63179 2.30740 1.432 0.679 0.233
C 0.82287 0.93608 2.34634 -0.612 1.786 0.184
H 1.45481 0.90105 3.22793 -0.210 -0.661 -0.123
H 2.12749 0.19536 0.67889 -0.512 0.200 0.148
H -1.57388 2.48692 0.52904 0.306 -0.495 0.420
H -0.91792 2.16039 3.14449 0.020 -0.509 -0.250
V -0.74511 -0.48516 1.91604 0.867 3.920 -2.109
C -2.07405 -1.49813 1.04047 -1.992 -2.378 -1.868
H -3.02531 -0.93535 1.13193 0.184 -0.425 -0.438
H -2.20369 -2.55985 1.37225 -0.092 0.743 -0.118
H -1.70274 -1.57651 -0.00915 -0.592 0.212 0.249
Si -0.16557 0.29961 -2.78595 -0.639 0.181 3.299
C 1.69081 0.21370 -2.51571 0.360 0.371 -0.116
C 2.66063 1.23237 -2.54545 -0.057 -0.884 -0.350
H 2.36764 2.27965 -2.45042 0.097 -0.244 -0.255
C 3.99977 0.87792 -2.74625 0.011 -0.049 0.100
H 4.73150 1.67499 -2.88905 -0.063 -0.296 0.200
C 4.38437 -0.46678 -2.84701 -0.455 0.186 -0.048
H 5.41727 -0.72028 -3.06506 -0.112 0.055 0.035
C 3.43067 -1.48479 -2.69655 0.141 0.401 0.166
H 3.71571 -2.53408 -2.82110 -0.066 0.379 0.267
C 2.10050 -1.13418 -2.46749 0.260 0.183 -0.587
H 1.34942 -1.92209 -2.35114 0.176 0.220 -0.181
C -1.29693 1.80783 -2.94120 0.475 0.510 -1.170
C -1.01129 2.37941 -4.20051 -0.848 -0.046 -0.235
H -0.00164 2.26488 -4.62288 -0.517 -0.048 -0.028
C -2.02947 2.96779 -4.96044 0.039 0.215 0.083
H -1.84795 3.22961 -6.00524 0.009 0.168 0.376
C -3.30621 3.13683 -4.41360 0.384 -0.351 0.247
H -4.10127 3.57044 -5.00934 0.061 -0.055 -0.001
C -3.56992 2.72010 -3.10285 0.523 -0.079 0.176
H -4.58591 2.82129 -2.69636 0.608 0.093 -0.056
C -2.55933 2.08539 -2.35382 0.052 -0.573 -0.363
H -2.77711 1.72828 -1.33801 0.062 -0.044 -0.558
H -0.63954 -0.27021 -1.50270 -0.169 -0.341 -0.141
H -0.38658 -0.76948 -3.70008 -0.394 -0.340 -1.284
N -0.73054 -1.77302 5.46477 0.384 -0.923 1.796
C -1.49774 -0.68658 5.87220 -0.350 0.562 -0.515
C -1.86833 -0.00399 4.75669 0.485 -0.781 -0.001
N -1.33726 -0.67505 3.65946 -0.302 -0.482 1.304
C -0.61859 -1.75661 4.11281 0.532 -0.631 -1.445
C 0.24388 -2.47189 3.19189 -0.298 1.175 0.482
N 0.53991 -1.93986 1.97436 1.109 -2.037 0.581
C 1.46924 -2.76633 1.35051 -1.013 -0.257 1.208
C 1.71373 -3.82708 2.18341 0.080 0.532 -0.466
N 0.98054 -3.59429 3.34212 -0.006 -1.117 0.886
H -0.36285 -2.50000 6.07311 -0.256 0.579 -0.255
H -1.69767 -0.44655 6.89739 -0.006 -0.244 0.195
H -2.48376 0.87866 4.60422 0.268 -0.309 0.302
H 1.86991 -2.52751 0.37733 -0.092 -0.116 0.057
H 2.28397 -4.72727 2.04631 0.167 0.094 0.080
H 0.88906 -4.21816 4.13239 0.164 0.030 -0.418
```
Forces are in eV/Å.

## Properties
2S+1: 4
E_HOMO (alpha / beta), hartree: -0.1733 / -0.2664
Net charge: 0

These are the Mulliken partial charges, in e, on atoms 1 to 6: C -1.11; C 0.44; C -1.40; H 0.83; C -0.91; C -0.63


Record 3
# C24H26N6OPtS4

A molecular structure, C24H26N6OPtS4 at a distorted geometry (wB97M-V/def2-TZVPD, the Open Molecules 2025 dataset).

```
62
Properties=species:S:1:pos:R:3:forces:R:3
Pt -0.00497 0.07165 0.16593 1.258 -0.098 -0.275
C 4.23418 -2.73832 1.96086 -0.322 0.144 -0.384
S 3.47146 -1.50979 3.05069 -0.057 0.282 0.255
C 2.04390 -1.06956 2.10776 -0.529 0.706 -0.591
S 2.19185 0.33192 1.04309 -0.658 -0.463 -0.350
N 0.92609 -1.69296 2.29378 1.729 -1.730 2.096
N -0.10816 -1.37643 1.59217 -4.060 0.389 -1.298
C -1.33404 -1.89269 1.77102 3.933 0.322 0.877
C -2.32812 -1.49674 0.86616 -2.303 0.881 -1.811
C -3.65272 -1.99659 0.88405 1.544 0.191 0.472
C -4.54743 -1.58511 -0.07171 -0.036 0.675 -0.915
C -4.12908 -0.67768 -1.05379 -0.361 -0.610 0.610
C -2.83629 -0.19674 -1.01531 0.128 0.175 -0.105
N -1.96278 -0.57575 -0.08730 -0.688 -0.563 0.111
H 5.10814 -3.09538 2.49781 0.015 -0.013 0.026
H 4.53219 -2.26641 1.02733 0.111 -0.065 0.024
H 3.53925 -3.55276 1.77406 0.082 -0.086 0.080
H -1.51065 -2.59712 2.56968 0.090 -0.164 0.064
H -3.93249 -2.69935 1.65182 -0.034 -0.110 0.093
H -5.55997 -1.95663 -0.07784 -0.087 -0.067 0.031
H -4.79664 -0.35161 -1.83344 -0.080 0.055 -0.075
H -2.49148 0.51798 -1.75191 0.143 0.028 0.064
S 0.27957 1.48498 -1.75871 -0.338 -0.084 0.783
C 0.67817 0.01308 -2.61066 0.047 0.343 -0.398
C 1.01070 -0.05670 -3.96283 -0.022 -0.415 0.248
C 1.33883 -1.30061 -4.48214 -0.047 0.296 0.162
C 1.33416 -2.41835 -3.65700 -0.216 0.105 0.500
C 0.97175 -2.26223 -2.32533 0.195 -1.168 -0.186
N 0.64976 -1.08070 -1.83741 -0.462 2.256 1.694
H 1.01125 0.83472 -4.57152 -0.002 0.064 0.008
H 1.60331 -1.39910 -5.52326 0.041 0.004 -0.108
H 1.59771 -3.39463 -4.02856 0.008 -0.097 0.014
H 0.93125 -3.09674 -1.63886 0.064 -0.075 -0.029
C -4.34424 2.84891 3.21676 -0.048 0.246 -0.059
C -3.95245 4.24875 2.76754 0.188 -0.180 -0.015
C -2.62026 4.26617 2.01305 -0.872 0.276 -0.396
N -1.47380 4.03469 2.86699 0.395 -0.533 0.083
C -0.78688 2.91422 2.94871 0.908 0.958 0.156
S -1.36204 1.51716 2.14137 0.225 -1.917 -1.918
N 0.31896 2.82138 3.71146 0.080 -0.126 -0.135
C 0.79574 3.68854 4.75907 0.117 0.038 -0.083
O 1.97776 3.77932 4.90800 0.009 0.055 -0.008
C -0.24493 4.29182 5.60543 -0.215 0.230 0.464
C -0.00070 5.52763 6.21042 -0.026 -0.165 -0.166
C -0.93493 6.06631 7.07895 0.050 0.000 -0.038
C -2.09669 5.36825 7.37315 0.066 0.012 -0.062
C -2.32978 4.12718 6.79782 0.000 -0.063 -0.074
C -1.41289 3.58802 5.91380 0.080 0.133 0.047
H -5.30128 2.87468 3.72883 -0.074 -0.068 0.104
H -3.60575 2.43230 3.89755 0.069 -0.124 0.150
H -4.43693 2.18760 2.35810 -0.025 -0.131 -0.070
H -3.89418 4.91768 3.62741 -0.034 0.103 0.003
H -4.71462 4.64385 2.09490 0.031 0.083 0.014
H -2.47806 5.24315 1.54756 0.106 -0.062 0.004
H -2.63220 3.49915 1.23393 0.091 0.256 0.087
H -1.18917 4.81424 3.44989 0.050 -0.084 0.111
H 0.98971 2.10048 3.46473 -0.188 -0.067 -0.004
H 0.91870 6.04832 5.99064 0.103 0.056 0.000
H -0.74763 7.02460 7.53672 0.015 0.091 0.047
H -2.81561 5.78488 8.06114 -0.067 0.043 0.069
H -3.22110 3.57367 7.04780 -0.092 -0.062 0.048
H -1.58159 2.60270 5.50351 -0.029 -0.102 -0.048
```
Forces are in eV/Å.

## Properties
2S+1: 1
E_HOMO (alpha / beta), hartree: -0.5115 / -0.5115
Net charge: +2

These are the Mulliken partial charges, in e, on atoms 1 to 6: Pt 2.11; C -0.80; S 0.03; C 0.24; S -0.23; N -1.43


Record 4
# C24H27CdN8OS

A molecular structure, C24H27CdN8OS at a distorted geometry (wB97M-V/def2-TZVPD, the Open Molecules 2025 dataset).

```
62
Properties=species:S:1:pos:R:3:forces:R:3
Cd -0.22580 0.12330 -0.08240 0.399 0.218 -0.354
N -0.90140 4.59330 -0.12330 0.081 0.566 -0.065
C -0.89560 3.21830 0.03000 -0.703 -0.534 -0.070
S 0.64950 2.53690 0.39870 0.596 -0.376 0.238
N -2.02400 2.61140 -0.17180 -0.181 1.100 -0.132
N -2.05200 1.27500 -0.03350 0.354 -0.180 0.217
C -3.11280 0.61570 -0.45160 -0.493 -0.107 -0.126
C -3.20590 -0.77010 -0.20830 -0.152 0.507 -0.067
C -4.23790 -1.55960 -0.77030 -0.123 -0.269 -0.033
C -4.29970 -2.89650 -0.48890 -0.117 0.302 -0.126
C -3.35760 -3.44420 0.39520 0.235 -0.188 0.253
C -2.37460 -2.61220 0.90110 -0.235 -0.519 0.099
N -2.25460 -1.32960 0.60610 0.393 0.231 0.098
H -0.13900 5.04720 0.35770 -0.151 0.010 -0.034
H -1.80780 5.02110 0.00540 0.043 -0.081 0.021
H -3.91740 1.13860 -0.96410 0.021 0.013 0.001
H -4.95540 -1.08930 -1.43050 -0.007 0.022 -0.036
H -5.06240 -3.52460 -0.93290 -0.046 0.035 -0.004
H -3.38600 -4.48830 0.66590 0.045 -0.080 0.070
H -1.64230 -3.00200 1.59970 0.058 -0.098 -0.024
C 2.99500 -0.66190 0.47400 0.215 0.213 -0.104
N 1.73160 -0.90640 1.15480 -0.320 -0.085 0.377
C 1.73500 -0.32920 2.48430 0.312 0.296 0.616
C 1.34200 -2.28480 1.04300 -0.207 -0.371 -0.086
C 1.59800 -3.20890 2.03660 0.039 -0.021 0.047
C 1.16020 -4.52040 1.92810 -0.036 -0.125 0.162
C 0.39720 -4.88200 0.83170 0.042 -0.065 -0.017
C 0.15100 -3.97920 -0.18300 0.087 0.037 -0.147
C 0.66520 -2.66930 -0.14970 0.183 -0.282 0.100
N 0.50450 -1.70430 -1.09820 0.205 0.277 0.370
C 0.22270 -1.91670 -2.40610 -0.088 -0.126 -0.553
C 0.33370 -3.14600 -3.08780 0.113 0.028 0.235
C -0.01950 -3.28000 -4.41410 -0.097 0.032 -0.243
C -0.47150 -2.19240 -5.13940 0.035 -0.059 -0.173
C -0.45940 -0.94400 -4.53400 -0.060 0.051 0.010
C -0.10670 -0.78590 -3.20870 0.048 -0.168 0.107
N 0.04330 0.51600 -2.61530 -0.069 -0.162 -0.288
C -0.84370 1.53610 -3.14770 -0.171 0.160 0.045
C 1.43180 0.94530 -2.75200 0.192 0.193 0.008
H 3.84210 -1.11520 1.01240 -0.124 0.003 0.005
H 2.94160 -1.09820 -0.52230 -0.029 0.068 0.026
H 3.16520 0.41300 0.39400 -0.009 0.036 -0.068
H 2.47380 -0.78210 3.17010 -0.126 0.039 -0.187
H 1.99050 0.74000 2.38190 -0.094 -0.346 -0.039
H -0.36280 -0.65000 2.49580 -0.116 0.051 0.284
H 2.14940 -2.91190 2.91560 0.051 0.091 0.142
H 1.39240 -5.24110 2.70010 -0.034 0.023 0.078
H -0.03090 -5.87540 0.77120 0.026 -0.030 -0.020
H -0.49980 -4.26950 -0.99370 0.018 0.038 -0.018
H 0.73800 -4.00390 -2.57330 -0.071 -0.018 0.059
H 0.06070 -4.24910 -4.88830 0.005 -0.085 -0.015
H -0.78130 -2.29400 -6.17120 0.017 -0.021 -0.018
H -0.71540 -0.07440 -5.12160 -0.063 0.089 -0.012
H -0.56460 1.86870 -4.16090 0.026 -0.085 0.064
H -1.86210 1.14990 -3.17110 -0.022 0.057 0.047
H -0.81040 2.40150 -2.48470 -0.038 0.001 -0.058
H 1.69950 1.09800 -3.81030 -0.049 -0.071 0.044
H 1.57180 1.88400 -2.21370 0.025 -0.052 0.047
H 2.08810 0.18520 -2.33120 0.035 0.004 0.030
O 1.05020 0.04470 5.24650 -1.621 -0.455 -1.165
C 0.19360 -0.23190 4.41240 2.087 0.406 0.771
N 0.41710 -0.45790 3.11690 -0.330 -0.142 -0.393
```
Forces are in eV/Å.

## Properties
2S+1: 1
E_HOMO (alpha / beta), hartree: -0.1536 / -0.0786
Net charge: -1

These are the Mulliken partial charges, in e, on atoms 1 to 6: Cd 1.63; N -0.54; C 0.40; S -0.64; N -1.30; N 0.73